The following is a quantum chemistry calculation of C25H23Cl3FN2OPTa as an isolated structure, from OMol25.

Geometry as XYZ:
```
57
Properties=species:S:1:pos:R:3
Ta 0.1070 -0.7366 -0.7960
Cl -6.4836 -0.3516 2.6435
C -4.9951 -0.1703 1.8327
C -4.7624 0.9571 1.0358
C -3.5586 1.1268 0.3693
C -2.5747 0.1623 0.4666
O -1.3915 0.3249 -0.1873
C -2.7858 -0.9622 1.2776
C -1.7220 -1.8633 1.5470
N -0.5812 -1.8910 0.9048
C 0.5067 -2.6449 1.4515
C 0.4425 -3.8458 2.1066
C 1.6132 -4.4050 2.6618
C 2.8154 -3.7558 2.5629
C 2.9042 -2.5265 1.8654
C 4.0921 -1.7775 1.7283
C 4.0859 -0.5880 1.0374
C 2.9093 -0.1561 0.4362
N 1.7595 -0.8311 0.5498
C 1.7388 -1.9983 1.2898
C -3.9986 -1.1143 1.9706
H -5.5352 1.7102 0.9517
H -3.3902 2.0198 -0.2191
H -1.8415 -2.5473 2.3850
H -0.4966 -4.3769 2.2080
H 1.5479 -5.3513 3.1806
H 3.7067 -4.1748 3.0123
H 5.0090 -2.1452 2.1744
H 4.9844 0.0028 0.9299
H 2.8838 0.7509 -0.1539
H -4.1490 -1.9731 2.6132
C -1.4579 1.9241 -2.8544
P 0.1615 1.5619 -2.1480
C 1.3216 1.5999 -3.5245
C 0.6054 2.8437 -0.9801
C 1.9583 3.1642 -0.8045
C 2.3222 4.1510 0.0977
C 1.3458 4.8168 0.8286
C 0.0032 4.5079 0.6517
C -0.3705 3.5227 -0.2485
H -2.2547 1.7985 -2.1269
H -1.6350 1.2667 -3.7059
H -1.4519 2.9567 -3.2095
H 1.3030 2.5974 -3.9664
H 1.0282 0.8643 -4.2732
H 2.3331 1.3662 -3.1989
H 2.7242 2.7000 -1.4153
H 3.3632 4.4230 0.2100
H 1.6313 5.5961 1.5227
H -0.7539 5.0489 1.2030
H -1.4214 3.3077 -0.3971
Cl -1.7797 -1.7028 -2.3553
C -1.0152 -3.2861 -2.8093
Cl 0.1895 -3.6508 -1.5705
H -0.5430 -3.1639 -3.7777
H -1.8011 -4.0332 -2.8038
F 1.3535 -1.0491 -2.1800
```

F_max	0.37	eV/A
net charge	+3
relative energy (zero: lowest compared OMol25 entry of this formula, charge and spin)	0.000	eV

These are the Löwdin partial charges, in e, on atoms 1 to 2: 1.71 0.81